1.
Entry from the OMol25 dataset: a single C3H8N2OS molecule at a distorted geometry (wB97M-V/def2-TZVPD).

Values from the calculation:
* HOMO-LUMO gap: 9.79 eV
* LUMO level: 0.65 eV

Each line ends with the Löwdin charge.
Geometry (Å):
1 C -0.6723 -1.0444 2.5240  -0.375
2 S -1.0958 -1.1122 0.7667  0.903
3 C 0.2670 -0.0726 0.2717  -0.785
4 O 1.1684 0.3078 0.9697  0.002
5 N 0.1512 0.3375 -1.0218  -0.270
6 C 1.2766 1.0603 -1.5516  -0.050
7 N -0.9767 0.1827 -1.8965  0.044
8 H -0.2227 -1.9688 2.7067  0.001
9 H -1.5262 -0.8243 3.3016  0.095
10 H 0.0905 -0.3375 2.5426  -0.015
11 H 0.9747 2.1247 -1.7259  0.096
12 H 2.0535 1.1453 -0.7875  0.086
13 H 1.3887 0.6295 -2.5439  0.084
14 H -1.0423 -0.8939 -2.1088  0.125
15 H -1.8345 0.4660 -1.4468  0.059



2.
Entry from the OMol25 dataset: 9 unconnected molecules or ions with the total composition C16H30B3F5N8O19 (wB97M-V/def2-TZVPD).

Values from the calculation:
* HOMO-LUMO gap: 9.55 eV
* LUMO level: -0.23 eV

Each line ends with the Löwdin charge.
Geometry (Å):
1 F -0.2700 -3.4353 0.2932  0.134
2 C 0.4599 -2.2968 0.4424  -0.533
3 F 0.3829 -1.9578 1.7610  0.104
4 F 1.7515 -2.6365 0.2048  0.124
5 C -0.0201 -1.1904 -0.4429  -0.105
6 C 0.5125 -1.0649 -1.7188  -0.005
7 C 0.0626 -0.0441 -2.5495  -0.051
8 C -0.9239 0.8260 -2.1063  0.017
9 C -1.4571 0.6915 -0.8230  -0.120
10 C -2.5904 1.5760 -0.3851  -0.333
11 F -2.5035 1.8299 0.9706  0.070
12 F -2.5091 2.8045 -1.0090  0.086
13 B -4.0298 0.9079 -0.6780  -0.432
14 O -4.1313 -0.0211 -1.6844  0.284
15 B -4.9248 -1.1142 -1.4092  -0.317
16 O -5.9884 -0.9502 -0.5376  0.227
17 B -5.9536 0.0954 0.3550  -0.301
18 O -5.1307 1.1788 0.0928  0.287
19 C -0.9962 -0.3133 0.0180  0.054
20 H 1.2827 -1.7393 -2.0596  0.122
21 H 0.4687 0.0721 -3.5415  0.104
22 H -1.2912 1.6043 -2.7597  0.127
23 H -4.6902 -2.1845 -1.8565  0.122
24 H -6.5717 0.0657 1.3662  0.118
25 H -1.4000 -0.4157 1.0156  0.133
26 C -7.1485 0.1151 -5.2083  0.055
27 N -6.0417 -0.7699 -5.6651  -0.447
28 O -5.0697 -0.8859 -4.9482  0.065
29 O -6.1846 -1.3192 -6.7351  0.071
30 H -6.8741 0.5319 -4.2472  0.091
31 H -7.2732 0.8868 -5.9611  0.103
32 H -8.0427 -0.4966 -5.1443  0.103
33 C -2.1316 -2.7028 -5.9022  0.050
34 N -1.0935 -1.7760 -5.3755  -0.438
35 O -1.2267 -0.5884 -5.5867  0.065
36 O -0.1705 -2.2699 -4.7619  0.060
37 H -2.8839 -2.1166 -6.4121  0.082
38 H -1.6291 -3.3981 -6.5677  0.100
39 H -2.5493 -3.2294 -5.0501  0.102
40 C -3.3404 3.4339 3.7246  0.045
41 N -3.3113 4.8390 4.2161  -0.458
42 O -2.4706 5.1372 5.0366  0.066
43 O -4.1388 5.5947 3.7541  0.062
44 H -2.5516 2.8850 4.2235  0.092
45 H -4.3207 3.0312 3.9592  0.101
46 H -3.1910 3.4610 2.6503  0.084
47 C 4.0652 -3.5626 2.4609  0.046
48 N 4.9071 -4.6982 2.9281  -0.439
49 O 4.9544 -5.6963 2.2483  0.080
50 O 5.5059 -4.5453 3.9758  0.041
51 H 3.6068 -3.8415 1.5210  0.084
52 H 3.3222 -3.3728 3.2306  0.083
53 H 4.7145 -2.7007 2.3495  0.093
54 C 5.1193 1.0605 -0.9505  0.049
55 N 3.9375 0.3048 -1.4467  -0.429
56 O 2.8933 0.9016 -1.5958  0.065
57 O 4.0930 -0.8792 -1.6692  0.060
58 H 4.8268 2.0907 -0.8002  0.058
59 H 5.4323 0.5882 -0.0238  0.099
60 H 5.8965 0.9729 -1.7028  0.104
61 C 3.0331 5.5412 -2.6601  0.052
62 N 3.7946 4.3736 -2.1402  -0.440
63 O 3.9395 3.4158 -2.8651  0.070
64 O 4.2205 4.4587 -1.0056  0.058
65 H 2.7199 5.3157 -3.6716  0.095
66 H 2.1858 5.6910 -1.9984  0.102
67 H 3.6970 6.3990 -2.6227  0.101
68 C 1.6073 0.2353 3.9962  0.059
69 N 3.0842 0.2105 4.1708  -0.439
70 O 3.7405 -0.4818 3.4093  0.042
71 O 3.5369 0.8585 5.0843  0.071
72 H 1.3524 -0.3960 3.1568  0.071
73 H 1.1748 -0.1310 4.9233  0.102
74 H 1.3191 1.2682 3.8248  0.103
75 C 4.8597 -2.3513 6.4120  0.056
76 N 3.3760 -2.2350 6.4213  -0.442
77 O 2.7311 -3.0174 5.7494  0.052
78 O 2.9045 -1.3385 7.0853  0.057
79 H 5.1356 -3.1752 5.7684  0.064
80 H 5.2444 -1.4055 6.0401  0.098
81 H 5.1730 -2.5091 7.4395  0.103



3.
Entry from the OMol25 dataset: a gas-phase ion, C3H6N3 (charge +1) at a distorted geometry (wB97M-V/def2-TZVPD).

Values from the calculation:
* net charge: +1
* HOMO-LUMO gap (spin up / spin down): 9.54 / 6.08 eV
* expectation value of S²: 2.0158
* spin multiplicity: 3
* LUMO level (spin up / spin down): -3.47 / -8.47 eV

Each line ends with the Löwdin charge.
Geometry (Å):
1 C -0.3092 0.8045 -2.4033  0.058
2 C -0.0496 -0.4240 1.1141  -0.347
3 C -0.0615 -0.1629 -1.2946  -0.363
4 N 0.7421 0.1524 -2.4875  0.246
5 N 0.2275 0.1204 -0.0647  0.079
6 N 0.6402 0.0573 2.1397  0.232
7 H -0.9556 1.6288 -2.6900  0.148
8 H -1.0700 0.1299 0.8707  0.231
9 H -0.3982 -1.5886 1.2476  0.213
10 H -0.6909 -1.1248 -1.4885  0.184
11 H 0.6342 -0.4494 3.0114  0.145
12 H 1.2910 0.8564 2.0450  0.174



4.
Entry from the OMol25 dataset: a molecular structure, C24H53FN2NbO2S (wB97M-V/def2-TZVPD).

Values from the calculation:
* net charge: -1
* HOMO-LUMO gap (spin up / spin down): 5.93 / 5.89 eV
* expectation value of S²: 2.0083
* spin multiplicity: 3
* LUMO level (spin up / spin down): 1.81 / 1.78 eV

Each line ends with the Löwdin charge.
Geometry (Å):
1 C 2.8913 6.4602 -3.4307  -0.182
2 C 2.6680 5.3155 -4.4222  -0.587
3 S 2.2285 3.7184 -3.6924  0.671
4 C 0.6712 3.4120 -4.5582  -0.759
5 Nb -1.1131 4.6689 -3.9775  0.979
6 C -2.3119 6.5513 -4.1379  -0.445
7 C -1.7157 7.9505 -4.1486  -0.317
8 C -1.1627 8.3742 -5.4866  -0.236
9 F -2.2092 8.8704 -6.3113  -0.112
10 H 2.6895 6.1503 -2.4094  0.047
11 H 3.9178 6.8284 -3.4752  0.053
12 H 2.2271 7.2983 -3.6309  0.052
13 H 1.8562 5.5519 -5.1059  0.020
14 H 3.5614 5.1548 -5.0239  0.048
15 H 0.9007 3.4545 -5.6209  -0.032
16 H 0.3984 2.3778 -4.3137  -0.021
17 H -0.4650 5.4971 -5.5361  -0.077
18 H -2.5047 3.6723 -4.7196  -0.142
19 H -1.7636 3.8744 -2.4294  -0.156
20 H -0.2550 5.6858 -2.6989  -0.088
21 H -2.8953 6.3949 -3.2198  0.024
22 H -2.9976 6.4701 -4.9882  0.033
23 H -2.4570 8.7138 -3.8799  0.098
24 H -0.9150 8.0219 -3.4101  0.076
25 H -0.7264 7.5209 -6.0044  0.056
26 H -0.4354 9.1839 -5.4082  0.102
27 C -0.2950 -1.1325 1.4783  -0.044
28 C -0.4935 0.3361 1.1144  -0.487
29 C -1.4938 1.0182 2.0570  -0.132
30 C -2.9388 0.5789 1.8280  -0.177
31 C -3.3527 0.7642 0.3688  -0.130
32 C -2.4111 0.0738 -0.6266  -0.489
33 N -1.0076 0.5205 -0.2911  -0.112
34 O -0.7022 1.6446 -0.8132  -0.045
35 C -2.5657 -1.4445 -0.5852  -0.038
36 C -2.6983 0.5487 -2.0464  -0.045
37 C 0.8599 1.0335 1.1814  -0.040
38 H 0.1368 -1.6812 0.6402  0.088
39 H 0.3974 -1.2023 2.3166  0.074
40 H -1.2067 -1.6380 1.7829  0.060
41 H -1.4191 2.0979 1.8991  0.125
42 H -1.1805 0.8135 3.0856  0.121
43 H -3.0771 -0.4611 2.1383  0.098
44 H -3.5964 1.1761 2.4637  0.108
45 H -4.3627 0.3793 0.1982  0.121
46 H -3.3645 1.8303 0.1263  0.128
47 H -1.7631 -1.9221 -1.1487  0.090
48 H -3.5153 -1.6933 -1.0613  0.083
49 H -2.5773 -1.8608 0.4171  0.055
50 H -2.6512 1.6304 -2.1305  0.037
51 H -3.6955 0.1977 -2.3247  0.086
52 H -1.9711 0.1292 -2.7432  0.092
53 H 1.5484 0.6044 0.4524  0.093
54 H 1.2666 0.8833 2.1846  0.084
55 H 0.7714 2.0940 0.9723  0.080
56 C 1.7945 -6.1942 5.4646  -0.033
57 C 0.8020 -5.6106 4.4591  -0.488
58 C 0.1893 -6.7035 3.5740  -0.132
59 C 1.1692 -7.2808 2.5553  -0.174
60 C 1.7984 -6.1821 1.7017  -0.129
61 C 2.4632 -5.0726 2.5270  -0.487
62 N 1.4441 -4.6021 3.5380  -0.105
63 O 0.6441 -3.7094 3.0942  -0.033
64 C 3.7518 -5.5591 3.1848  -0.032
65 C 2.8026 -3.8780 1.6452  -0.035
66 C -0.2851 -4.8766 5.2336  -0.043
67 H 2.4553 -5.4179 5.8505  0.093
68 H 1.2246 -6.6045 6.2985  0.085
69 H 2.4034 -6.9966 5.0593  0.060
70 H -0.6640 -6.2685 3.0460  0.125
71 H -0.1997 -7.4879 4.2300  0.124
72 H 1.9439 -7.8672 3.0569  0.101
73 H 0.6366 -7.9770 1.9049  0.112
74 H 2.5537 -6.5965 1.0282  0.124
75 H 1.0268 -5.7210 1.0788  0.126
76 H 4.1053 -4.8322 3.9165  0.094
77 H 4.5068 -5.6537 2.4041  0.088
78 H 3.6602 -6.5241 3.6719  0.057
79 H 1.9350 -3.5229 1.1001  0.070
80 H 3.5737 -4.1881 0.9373  0.090
81 H 3.1873 -3.0522 2.2441  0.096
82 H 0.1388 -4.0465 5.7992  0.094
83 H -0.7385 -5.5839 5.9311  0.086
84 H -1.0470 -4.4812 4.5711  0.078



5.
Entry from the OMol25 dataset: a single C2H4N2S3 molecule at a distorted geometry (wB97M-V/def2-TZVPD).

Values from the calculation:
* HOMO-LUMO gap (spin up / spin down): 7.92 / 7.16 eV
* LUMO level (spin up / spin down): -0.50 / -1.41 eV

Each line ends with the Löwdin charge.
Geometry (Å):
1 C 0.6502 -0.4035 1.5249  0.055
2 C 0.7793 -0.0103 0.2570  -0.869
3 N -1.8440 -0.7085 1.3585  -0.403
4 N -0.2365 -0.3560 -0.6867  -0.858
5 S -1.8393 0.0317 -0.0204  0.819
6 S 2.1641 1.0895 -0.1206  0.766
7 S 0.0098 -0.3934 -2.3681  0.686
8 H 1.1198 -0.0799 2.4146  0.029
9 H -1.9360 -1.7726 1.4506  0.049
10 H 1.4811 1.6401 -1.1022  -0.181
11 H -0.3485 0.9628 -2.7074  -0.092